Entry 1:
The following is a DFT calculation (the ωB97M-V functional and the def2-TZVPD basis) of a structure of composition C9H9F3N2.

For the energy above the lowest of the compared OMol25 structures with the same formula, charge and spin, the calculation gives 76.0 kcal/mol. For the HOMO energy, the calculation gives -9.095 eV. As for the charge: 0.

XYZ file:
```
23
Properties=species:S:1:pos:R:3:mulliken_charge:R:1
H 0.244 -2.781 0.254 0.42
H -2.443 -1.535 0.993 0.34
N 0.942 -0.501 -1.005 -0.57
H -1.468 -2.806 1.936 0.38
H -1.285 -2.531 -0.642 0.28
C -1.546 0.036 2.915 -0.91
H -2.464 0.308 2.607 0.32
H 3.105 0.713 -1.681 0.34
C -0.806 1.310 -1.018 -0.35
C -1.427 -1.882 1.349 -0.83
C -0.175 -0.843 -0.544 0.35
C 2.202 1.287 -1.940 -0.80
C -0.551 -2.162 0.074 -0.68
F 1.216 3.356 -2.652 -0.23
C 0.969 0.777 -1.502 0.43
C -0.829 -0.910 2.294 0.07
F 3.015 3.441 -1.410 -0.24
H -2.109 -0.022 -0.287 0.26
H -1.039 0.504 3.733 0.27
F 3.187 2.686 -3.426 -0.30
C 2.341 2.699 -2.294 0.95
H 0.050 -1.283 2.813 0.30
N -1.128 0.138 -0.566 0.18
```

---

Entry 2:
The following is a DFT calculation (the ωB97M-V functional and the def2-TZVPD basis) of a cluster of 11 separate species, C66H154 in total.

For the energy above the lowest of the compared OMol25 structures with the same formula, charge and spin, the calculation gives 12.0 kcal/mol. The SMILES is CCCCCC.CCCCCC.CCCCCC.CCCCCC.CCCCCC.CCCCCC.CCCCCC.CCCCCC.CCCCCC.CCCCCC.CCCCCC. For the HOMO energy, the calculation gives -10.566 eV. As for the charge: 0.

XYZ file:
```
220
Properties=species:S:1:pos:R:3:mulliken_charge:R:1
H 18.627 13.553 14.294 0.49
H 12.012 12.582 21.828 -0.86
H 15.758 10.592 13.694 0.07
H 21.994 8.882 19.600 0.35
H 9.259 15.976 31.902 0.29
H 14.069 19.018 26.948 0.36
H 14.595 18.753 25.319 -0.39
H 14.536 12.064 21.446 -0.41
C 21.418 19.252 22.048 -0.40
H 18.305 16.122 28.899 -0.49
H 18.280 20.607 22.240 0.33
H 13.704 12.422 14.989 0.17
H 15.461 10.214 16.186 0.23
H 13.767 14.591 18.042 -0.71
H 16.927 15.500 18.071 -1.14
H 16.554 18.222 18.902 -0.55
C 13.579 15.431 16.037 0.06
H 20.124 19.523 19.668 0.33
H 15.928 15.674 29.675 0.39
H 19.642 18.202 26.609 0.51
H 22.463 11.455 19.585 0.37
H 10.934 14.781 16.943 0.61
H 15.748 19.448 16.919 0.35
H 11.139 13.864 30.534 0.43
H 16.821 16.235 22.960 -0.16
H 15.051 18.875 19.422 0.35
H 10.224 10.145 21.424 0.43
H 16.894 18.708 24.369 -0.30
H 11.291 14.476 32.111 0.32
H 20.456 11.595 11.317 0.39
H 11.278 16.267 29.694 0.23
H 19.595 10.082 11.197 0.41
C 13.702 18.803 25.939 0.26
H 11.943 13.337 16.790 0.23
C 20.395 11.093 19.662 -0.56
H 14.015 10.193 11.936 0.40
C 10.371 11.251 21.487 -0.26
H 18.060 17.022 32.480 0.39
H 10.738 14.345 20.661 -0.02
C 12.920 16.855 24.491 0.24
H 16.554 15.761 25.499 -0.07
H 13.551 9.556 13.502 0.37
H 15.532 13.167 17.504 0.36
C 11.452 13.727 18.792 0.83
H 18.054 14.602 21.573 0.15
H 20.961 13.065 20.487 0.55
H 21.261 13.748 15.786 0.38
H 18.411 13.649 16.771 -0.78
H 10.778 12.867 18.692 0.38
H 11.454 15.391 22.604 0.16
H 16.275 11.698 18.235 0.83
C 10.913 14.774 19.717 -1.11
H 12.402 13.409 19.175 -0.42
H 15.315 10.443 19.954 0.05
H 17.750 20.216 20.000 0.09
C 15.334 12.264 18.110 -0.91
H 15.065 16.699 15.059 0.44
C 16.927 14.668 21.480 -0.20
H 13.327 12.053 17.417 -0.48
H 19.424 18.317 29.130 0.27
H 13.269 17.081 28.787 0.07
H 21.374 19.076 23.114 0.32
H 11.874 16.735 31.263 0.35
H 17.774 18.206 31.174 0.26
H 15.496 16.086 16.654 -0.06
H 16.273 14.039 26.084 0.48
H 21.543 18.660 19.258 0.41
C 19.185 11.046 13.037 -0.32
C 14.321 11.018 21.678 0.41
H 16.187 20.941 20.361 0.53
C 16.140 14.788 25.274 -0.29
H 19.110 18.477 17.167 0.25
H 23.384 18.349 22.053 0.31
H 13.929 10.563 18.170 0.21
H 19.194 15.191 26.873 0.23
H 14.948 15.316 28.262 0.10
H 21.196 17.236 21.279 0.47
H 20.519 14.471 17.227 0.24
H 8.349 11.823 22.175 0.38
C 23.534 9.299 18.032 -0.35
H 15.037 14.933 25.202 -0.30
C 12.901 10.670 21.221 -0.43
H 20.756 16.043 27.088 0.38
H 15.026 9.032 21.102 0.42
H 18.725 17.645 19.415 -0.88
H 24.211 9.639 18.814 0.33
H 23.819 7.090 18.240 0.31
H 20.885 20.208 21.867 0.25
C 20.696 18.177 21.211 0.36
H 19.449 12.150 16.818 -0.02
H 18.019 17.417 26.650 -0.07
C 14.492 10.783 16.151 -1.32
C 17.330 15.032 18.978 1.27
H 14.274 17.421 16.505 0.39
C 18.262 17.241 31.414 -0.74
C 14.657 16.508 16.080 -1.30
C 16.057 19.192 19.082 0.85
C 20.139 10.745 11.875 -1.54
C 13.904 16.594 29.562 -0.15
C 20.341 14.062 16.224 -1.55
H 16.321 10.090 21.412 0.38
H 15.371 20.913 17.881 0.43
H 23.275 19.623 20.824 0.31
H 19.176 17.058 25.302 0.21
H 16.817 16.564 20.373 -1.81
H 19.863 14.883 15.649 0.45
C 16.399 15.261 22.792 1.20
C 13.752 10.461 12.976 -1.50
H 12.758 16.061 17.887 0.58
H 15.751 19.038 22.012 0.44
H 12.989 14.533 22.812 -0.09
H 14.318 10.904 22.763 0.68
H 12.742 10.769 20.111 -0.20
C 12.983 15.111 17.405 0.74
H 17.237 18.371 21.528 -0.97
H 12.347 17.529 23.805 0.73
C 12.789 19.941 25.539 -1.44
C 14.198 11.401 17.527 0.59
H 15.332 15.419 22.743 -0.52
H 20.215 18.223 31.538 0.32
H 19.571 10.669 19.078 0.15
H 15.524 15.369 20.020 -0.09
C 19.743 17.510 19.006 1.48
C 11.804 11.500 21.922 0.30
H 8.791 14.314 31.532 0.39
H 10.266 11.662 20.435 -0.01
C 12.052 14.798 23.309 -0.31
H 12.933 14.661 29.403 0.37
C 15.261 16.117 28.932 -1.01
H 12.810 10.972 12.969 0.35
H 19.233 12.768 20.533 0.08
H 11.585 13.840 23.520 0.21
H 16.136 13.315 23.721 0.01
H 11.173 15.694 25.072 0.46
C 19.218 13.070 16.255 1.47
H 20.075 16.524 19.354 0.01
H 16.704 20.962 22.919 0.49
C 16.736 19.323 21.598 1.03
H 18.367 15.296 18.983 -0.43
C 16.621 15.484 20.208 1.76
C 22.968 19.343 21.842 -1.43
H 23.514 9.979 17.210 0.30
C 12.189 15.526 24.637 -0.96
H 20.324 16.486 31.407 0.32
C 19.977 17.470 29.512 -0.47
H 19.785 15.301 29.219 0.41
H 21.501 8.982 17.942 0.39
H 21.018 10.209 12.210 0.35
H 15.385 12.644 15.255 0.14
H 13.757 16.782 26.466 -0.53
H 9.984 15.178 19.262 0.30
H 9.085 15.378 30.209 0.34
C 22.114 9.482 18.671 -0.79
H 12.648 9.593 21.405 0.44
H 17.037 20.331 17.625 0.32
H 19.222 16.748 17.111 0.05
H 15.060 12.579 19.107 -0.05
H 24.636 7.882 16.838 0.37
H 20.602 12.451 13.872 0.37
C 9.395 11.986 22.455 -1.13
H 15.733 16.887 28.318 0.31
C 19.416 16.217 28.725 0.06
H 20.697 17.692 16.994 0.41
C 21.735 10.932 18.958 -0.42
H 20.006 13.174 19.016 -0.10
H 9.585 11.571 23.467 0.34
H 21.718 11.375 17.989 -0.03
H 12.752 15.818 15.354 0.46
H 16.522 13.640 21.399 -0.11
C 15.991 20.031 17.802 -1.60
H 12.500 20.005 24.458 0.29
H 21.033 17.614 29.211 0.35
C 19.791 11.804 14.195 -0.57
C 11.756 15.899 30.580 -0.53
H 18.511 18.502 23.565 -0.26
C 13.128 15.425 30.146 -0.89
H 14.187 17.253 30.368 0.42
H 13.657 10.110 15.875 0.48
H 17.748 16.511 30.786 0.00
H 18.210 19.829 24.735 0.55
H 17.728 12.284 14.912 -0.40
H 18.393 11.627 12.551 0.21
C 19.654 16.146 27.179 -0.65
C 15.307 10.095 21.006 -1.25
C 16.650 14.285 23.913 -0.66
H 20.413 10.572 20.653 0.54
C 18.746 12.675 14.892 -0.30
H 17.718 14.060 23.989 0.43
H 23.436 20.068 22.490 0.43
C 14.643 11.873 15.028 0.20
H 17.263 13.951 18.887 0.38
C 19.091 17.289 26.370 -0.60
H 13.846 16.628 23.976 -0.55
H 12.080 17.437 26.389 0.46
H 14.029 14.544 15.565 -0.33
H 11.534 15.662 19.837 0.28
C 9.434 15.141 31.205 -1.25
H 11.905 19.832 26.115 0.37
H 22.981 7.689 16.773 0.34
C 14.878 11.278 13.623 -0.49
C 10.905 14.726 31.135 -0.48
C 23.756 7.900 17.501 -1.26
C 17.420 20.140 22.701 -1.01
H 13.611 14.941 31.004 0.31
C 19.738 17.647 17.476 -1.22
C 13.073 17.431 25.912 0.05
C 20.143 12.605 19.946 -0.60
C 20.577 18.539 19.730 -0.86
H 13.275 20.932 25.703 0.39
C 11.755 14.201 17.403 -1.50
H 19.694 18.083 21.588 -0.63
C 16.698 19.975 20.232 -0.94
H 12.765 14.912 25.332 0.35
H 15.166 12.072 12.893 0.42
H 9.664 13.040 22.441 0.15
C 19.771 17.364 31.025 -0.63
H 11.836 11.260 22.992 0.65
H 20.186 11.084 14.891 0.26
H 18.701 10.138 13.356 0.42
C 17.747 19.268 23.924 -0.08
```